{
  "formula": "C9H9ClN2",
  "method": "ωB97M-V/def2-TZVPD",
  "homo_energy_ev": -9.60,
  "smiles": "N#CC1=NCCC=C1Cl.C1=CC1",
  "relative_energy_kcal_mol": 123.58,
  "orbital_gap_ev": 8.95,
  "total_charge": 0,
  "elements": ["N", "C", "C", "N", "C", "C", "C", "C", "Cl", "H", "H", "H", "H", "H", "C", "C", "C", "H", "H", "H", "H"],
  "xyz": [[3.475, 0.741, 1.627], [2.520, 0.170, 1.371], [1.388, -0.499, 0.838], [0.530, -1.160, 1.524], [-0.669, -1.592, 0.831], [-0.412, -2.283, -0.506], [0.508, -1.324, -1.254], [1.352, -0.473, -0.632], [2.289, 0.664, -1.631], [-1.318, -2.207, 1.408], [-1.104, -0.679, 0.609], [-1.461, -2.496, -0.881], [-0.026, -3.224, -0.369], [0.504, -1.348, -2.394], [-0.610, 2.184, 0.655], [-0.757, 3.043, -0.288], [-1.533, 1.755, -0.426], [-0.135, 1.897, 1.619], [-0.670, 3.902, -0.845], [-1.339, 1.060, -1.118], [-2.533, 1.869, -0.138]],
  "forces_ev_per_angstrom": [[0.576, 0.393, 0.364], [0.228, -0.110, 0.652], [-0.840, -1.136, -0.520], [0.815, 0.783, 0.576], [1.646, -1.382, -0.628], [-1.593, 2.682, 0.306], [-0.070, -0.296, -2.009], [-1.339, -0.287, -1.688], [-0.451, -0.727, 0.971], [-0.233, -0.236, 0.988], [-1.616, 1.808, -0.413], [1.339, 0.709, -0.458], [1.455, -2.304, 0.200], [0.077, 0.087, 1.662], [1.481, -0.064, 1.200], [-0.276, -1.938, 0.481], [-0.569, 2.721, 2.596], [-0.507, 0.374, -1.008], [0.537, 1.844, -0.647], [1.088, -2.591, -2.557], [-1.748, -0.328, -0.072]],
  "lowdin_charge": [0.192, -0.193, -0.354, 0.140, -0.203, -0.140, -0.082, -0.580, 0.655, 0.109, 0.076, 0.142, 0.080, 0.129, -0.072, -0.015, -0.154, 0.112, 0.071, 0.026, 0.061]
}